Entry 1:
{"formula": "C4H8FN", "method": "ωB97M-V/def2-TZVPD", "orbital_gap_ha": 0.370, "max_force_ev_per_a": 8.00, "charge": 0, "lumo_energy_ev": 0.9, "relative_energy_kcal_mol": 80.6, "e_homo_ev": -9.13, "elements": ["C", "C", "C", "C", "H", "H", "H", "H", "H", "H", "H", "H", "N", "F"], "xyz": [[0.22, -0.85, -1.12], [0.53, -0.23, 0.05], [-0.60, 0.26, 0.96], [1.75, 0.15, 0.31], [-0.17, -1.89, -0.77], [1.03, -1.42, -1.75], [-0.50, -0.27, -1.74], [-0.51, 1.52, 1.48], [-0.85, -0.46, 1.87], [-1.77, 1.62, -0.10], [-1.95, -0.01, -0.64], [2.84, -0.05, -0.10], [-1.74, 0.65, 0.14], [1.71, 0.98, 1.43]]}

=====

Entry 2:
{"formula": "C4H8FN2", "method": "ωB97M-V/def2-TZVPD", "orbital_gap_ha": 0.277, "max_force_ev_per_a": 4.09, "charge": 1, "lumo_energy_ev": -4.4, "relative_energy_kcal_mol": 85.5, "e_homo_ev": -11.88, "elements": ["C", "C", "C", "C", "N", "N", "F", "H", "H", "H", "H", "H", "H", "H", "H"], "xyz": [[-1.29, 1.32, -0.53], [-2.84, -0.54, 0.17], [0.95, -0.65, 0.15], [1.96, 0.19, -0.18], [-2.05, 0.60, -0.10], [3.14, 0.34, 0.44], [-0.13, -0.86, -0.68], [-0.73, 2.00, -1.11], [-2.78, -1.25, -0.56], [-3.91, -0.26, 0.49], [0.91, -1.36, 0.90], [1.75, 1.06, -0.91], [3.84, 0.66, -0.15], [3.50, -0.40, 1.04], [-2.31, -0.85, 1.03]]}

=====

Entry 3:
{"formula": "C4H8FN2O", "method": "ωB97M-V/def2-TZVPD", "orbital_gap_ha": [0.301, 0.301], "max_force_ev_per_a": 5.59, "charge": 1, "lumo_energy_ev": [-5.3, -5.3], "relative_energy_kcal_mol": 49.4, "e_homo_ev": [-13.54, -13.54], "elements": ["C", "C", "C", "C", "N", "N", "O", "F", "H", "H", "H", "H", "H", "H", "H", "H"], "xyz": [[0.62, -0.29, -0.56], [-0.81, 0.31, -0.91], [-1.09, 1.16, 0.25], [2.02, 0.70, 1.38], [1.00, 0.55, 0.43], [-1.83, -0.84, -1.05], [1.09, -1.25, -1.14], [-1.22, 2.42, 0.43], [-0.86, 0.87, -1.87], [-1.37, 0.63, 1.21], [1.62, 1.39, 2.12], [2.01, -0.28, 1.93], [3.05, 0.96, 1.13], [-1.82, -1.04, -0.04], [-1.36, -1.59, -1.55], [-2.83, -0.60, -1.39]]}

=====

Entry 4:
{"formula": "C4H8FN5O", "method": "ωB97M-V/def2-TZVPD", "orbital_gap_ha": 0.157, "max_force_ev_per_a": 11.37, "charge": 0, "lumo_energy_ev": -3.1, "e_homo_ev": -7.39, "elements": ["N", "C", "O", "N", "C", "N", "N", "C", "C", "N", "H", "H", "H", "H", "H", "H", "H", "H", "F"], "xyz": [[4.17, -1.75, 0.22], [3.23, -0.84, 0.08], [2.00, -0.16, -0.44], [1.60, 0.61, 0.60], [0.08, 0.78, 0.62], [-0.42, 1.87, -0.03], [-0.71, -0.25, 1.41], [-2.06, -0.55, 0.81], [-2.07, -0.82, -0.80], [-1.18, -1.59, -1.51], [2.06, 1.55, 0.60], [-0.56, 1.82, -1.08], [-0.64, 2.80, 0.42], [-0.16, -1.10, 1.63], [-2.44, -1.55, 1.33], [-2.87, 0.27, 1.12], [-2.91, -0.26, -1.44], [-1.52, -1.52, -2.52], [4.39, 0.70, -1.01]]}

=====

Entry 5:
{"formula": "C4H8FNS", "method": "ωB97M-V/def2-TZVPD", "orbital_gap_ha": 0.361, "max_force_ev_per_a": 4.94, "charge": 0, "lumo_energy_ev": 0.6, "relative_energy_kcal_mol": 108.9, "e_homo_ev": -9.19, "elements": ["C", "C", "C", "C", "H", "H", "H", "H", "H", "H", "H", "H", "N", "F", "S"], "xyz": [[-0.46, 0.92, 0.90], [0.33, -0.36, 1.06], [0.87, -1.21, -0.78], [1.52, -0.12, 0.09], [-1.24, 1.36, -1.36], [-1.00, 1.42, 2.22], [0.28, 1.87, 0.33], [0.68, -0.62, 2.16], [-0.80, -1.72, -0.10], [1.54, -2.12, -0.83], [0.54, -1.08, -1.78], [2.46, -0.59, 0.31], [0.01, -1.60, 0.40], [1.62, 1.08, -0.48], [-1.92, 0.47, -0.44]]}

=====

Entry 6:
{"formula": "C4H8FO4S", "method": "ωB97M-V/def2-TZVPD", "orbital_gap_ha": 0.318, "max_force_ev_per_a": 4.00, "charge": -1, "lumo_energy_ev": 3.3, "e_homo_ev": -5.39, "elements": ["O", "S", "O", "O", "F", "C", "C", "C", "O", "C", "H", "H", "H", "H", "H", "H", "H", "H"], "xyz": [[3.95, -2.20, -0.40], [3.50, -1.35, -1.51], [3.51, -2.08, -2.78], [2.14, -0.72, -1.26], [4.60, -0.13, -1.62], [-1.32, -0.47, 0.14], [-2.34, 0.65, 0.19], [-1.85, 1.47, 1.37], [-0.43, 1.31, 1.42], [-0.04, 0.25, 0.53], [-1.25, -0.96, -0.84], [-1.57, -1.23, 0.88], [-2.28, 1.25, -0.73], [-3.37, 0.31, 0.30], [-2.27, 1.09, 2.31], [-2.10, 2.53, 1.28], [0.44, 0.69, -0.33], [0.67, -0.41, 1.03]]}

=====

Entry 7:
{"formula": "C4H8INOS", "method": "ωB97M-V/def2-TZVPD", "orbital_gap_ha": 0.355, "max_force_ev_per_a": 7.45, "charge": 0, "lumo_energy_ev": 0.2, "relative_energy_kcal_mol": 99.1, "e_homo_ev": -9.43, "elements": ["C", "C", "C", "C", "N", "O", "S", "I", "H", "H", "H", "H", "H", "H", "H", "H"], "xyz": [[0.15, 2.19, -1.06], [0.42, 0.92, -0.84], [0.14, 0.12, 1.95], [-0.51, 0.04, -0.02], [1.02, -1.64, -1.17], [-0.22, -2.51, 0.79], [-0.28, -1.65, -0.39], [-2.54, 0.42, 0.09], [0.83, 2.86, -1.75], [-0.65, 2.69, -0.52], [1.21, 0.25, -1.26], [-0.80, -0.04, 2.43], [0.27, 1.18, 2.00], [0.94, -0.43, 1.95], [1.46, -2.54, -1.00], [-1.45, -1.87, -1.19]]}

=====

Entry 8:
{"formula": "C4H8INS", "method": "ωB97M-V/def2-TZVPD", "orbital_gap_ha": 0.354, "max_force_ev_per_a": 2.84, "charge": 0, "lumo_energy_ev": 0.5, "relative_energy_kcal_mol": 12.3, "e_homo_ev": -9.19, "smiles": "CC(C)(I)/N=C/S", "elements": ["C", "C", "C", "I", "N", "C", "S", "H", "H", "H", "H", "H", "H", "H", "H"], "xyz": [[0.01, -1.20, -1.30], [-0.34, -0.35, -0.07], [-0.10, -1.14, 1.21], [-2.62, -0.02, -0.04], [0.37, 0.84, -0.12], [0.02, 2.01, 0.00], [1.21, 3.31, -0.01], [1.03, -1.53, -1.28], [-0.09, -0.75, -2.32], [-0.58, -2.11, -1.14], [-0.39, -0.71, 2.19], [0.93, -1.18, 1.24], [-0.65, -2.14, 1.16], [-0.96, 2.37, 0.02], [2.15, 2.61, 0.44]]}

=====

Entry 9:
{"formula": "C4H8INSi", "method": "ωB97M-V/def2-TZVPD", "orbital_gap_ha": 0.306, "max_force_ev_per_a": 2.04, "charge": 0, "lumo_energy_ev": -0.2, "relative_energy_kcal_mol": 46.3, "e_homo_ev": -8.52, "smiles": "C=[Si](C)C#N.CI", "elements": ["C", "Si", "C", "C", "N", "H", "H", "H", "H", "H", "C", "I", "H", "H", "H"], "xyz": [[-1.64, -1.09, -1.65], [-1.76, 0.11, -0.37], [-1.73, 0.09, 1.49], [-1.66, 1.89, -0.80], [-1.59, 2.91, -1.32], [-1.22, -0.87, -2.63], [-1.90, -2.15, -1.52], [-2.72, -0.23, 1.82], [-1.05, -0.63, 1.97], [-1.48, 1.15, 1.81], [3.46, -0.34, 0.43], [2.58, 0.54, -1.35], [4.15, 0.37, 0.89], [3.97, -1.22, 0.09], [2.59, -0.51, 1.14]]}

=====

Entry 10:
{"formula": "C4H8InO8S2", "method": "ωB97M-V/def2-TZVPD", "orbital_gap_ha": 0.055, "max_force_ev_per_a": 4.59, "charge": 3, "lumo_energy_ev": -18.4, "relative_energy_kcal_mol": 0.0, "e_homo_ev": -19.87, "elements": ["In", "C", "C", "O", "S", "O", "O", "O", "H", "H", "H", "H", "C", "C", "O", "S", "O", "O", "O", "H", "H", "H", "H"], "xyz": [[19.76, 2.26, -15.88], [14.08, 3.06, -13.93], [14.82, 2.09, -12.96], [15.90, 2.90, -12.57], [16.46, 3.76, -13.85], [17.11, 2.82, -14.78], [17.28, 4.85, -13.38], [14.95, 4.18, -14.21], [13.07, 3.27, -13.58], [13.90, 2.58, -14.89], [15.31, 1.26, -13.46], [14.24, 1.74, -12.10], [23.96, -0.42, -20.15], [24.45, 1.03, -20.09], [23.44, 1.77, -19.41], [22.06, 0.98, -19.41], [21.36, 1.33, -20.68], [21.31, 1.24, -18.13], [22.80, -0.45, -19.34], [24.63, -1.18, -19.75], [23.70, -0.70, -21.17], [24.66, 1.40, -21.09], [25.40, 1.14, -19.57]]}

=====

Entry 11:
{"formula": "C4H8LuO3", "method": "ωB97M-V/def2-TZVPD", "orbital_gap_ha": [0.206, 0.233], "max_force_ev_per_a": 5.39, "charge": 3, "lumo_energy_ev": [-16.2, -16.2], "relative_energy_kcal_mol": 170.0, "e_homo_ev": [-21.79, -22.54], "elements": ["C", "C", "O", "H", "H", "H", "H", "H", "Lu", "O", "O", "C", "C", "H", "H", "H"], "xyz": [[-2.77, 0.32, -0.15], [-1.49, -0.47, -0.09], [-0.61, 0.28, 0.81], [-3.44, -0.14, -0.88], [-3.26, 0.36, 0.83], [-2.55, 1.35, -0.48], [-1.00, -0.55, -1.07], [-1.61, -1.45, 0.37], [0.49, 2.39, 1.31], [0.71, 0.04, 0.48], [2.03, 1.23, 0.01], [2.89, 0.25, -0.14], [2.26, -1.00, -0.29], [2.59, -1.80, 0.37], [3.92, 0.34, 0.22], [1.83, -1.15, -1.28]]}

=====

Entry 12:
{"formula": "C4H8MgO3", "method": "ωB97M-V/def2-TZVPD", "orbital_gap_ha": [0.215, 0.249], "max_force_ev_per_a": 3.70, "charge": 0, "lumo_energy_ev": [-0.3, -0.6], "relative_energy_kcal_mol": 50.1, "e_homo_ev": [-6.11, -7.37], "elements": ["C", "O", "C", "C", "O", "H", "H", "H", "H", "H", "O", "C", "Mg", "H", "H", "H"], "xyz": [[-1.54, -1.85, 1.28], [-0.90, -0.66, 0.85], [-1.44, -0.02, -0.30], [-0.49, 1.16, -0.55], [-0.79, 2.00, -1.38], [-0.99, -2.18, 2.16], [-2.59, -1.63, 1.53], [-1.49, -2.61, 0.48], [-2.47, 0.32, -0.10], [-1.42, -0.70, -1.16], [1.62, 0.56, -0.25], [2.72, 1.14, -0.88], [0.72, 0.53, 1.54], [2.43, 1.36, -1.92], [3.06, 2.13, -0.51], [3.57, 0.45, -0.79]]}

=====

Entry 13:
{"formula": "C4H8N", "method": "ωB97M-V/def2-TZVPD", "orbital_gap_ha": [0.301, 0.350], "max_force_ev_per_a": 5.77, "charge": 1, "lumo_energy_ev": [-5.3, -4.9], "relative_energy_kcal_mol": 123.3, "e_homo_ev": [-13.52, -14.42], "elements": ["C", "C", "C", "C", "N", "H", "H", "H", "H", "H", "H", "H", "H"], "xyz": [[-0.95, -0.26, 0.36], [-2.12, -0.17, -0.11], [0.46, 1.39, 0.02], [1.39, -0.92, -0.13], [0.44, -0.03, 0.56], [-2.88, -0.95, 0.05], [-2.34, 0.77, -0.71], [0.26, 1.40, -1.12], [0.10, 2.22, 0.49], [1.52, -2.00, 0.26], [1.01, -1.14, -1.20], [2.43, -0.46, -0.07], [0.68, 0.15, 1.59]]}

=====

Entry 14:
{"formula": "C4H8N", "method": "ωB97M-V/def2-TZVPD", "orbital_gap_ha": 0.354, "max_force_ev_per_a": 3.90, "charge": 1, "lumo_energy_ev": -5.8, "relative_energy_kcal_mol": 16.2, "e_homo_ev": -15.43, "smiles": "C=C/C=[NH+]\\C", "elements": ["C", "C", "C", "N", "C", "H", "H", "H", "H", "H", "H", "H", "H"], "xyz": [[0.42, -0.10, 1.84], [0.52, 0.93, 0.99], [0.47, 1.09, -0.42], [-0.11, 0.26, -1.29], [-0.71, -1.07, -0.97], [0.31, 0.11, 2.88], [0.21, -1.19, 1.48], [0.88, 1.84, 1.59], [0.95, 2.01, -0.87], [-0.17, 0.54, -2.25], [-0.01, -1.91, -1.01], [-1.40, -1.33, -0.14], [-1.35, -1.19, -1.84]]}

=====

Entry 15:
{"formula": "C4H8N", "method": "ωB97M-V/def2-TZVPD", "orbital_gap_ha": 0.379, "max_force_ev_per_a": 4.88, "charge": 1, "lumo_energy_ev": -5.6, "relative_energy_kcal_mol": 71.9, "e_homo_ev": -15.92, "elements": ["C", "C", "C", "C", "N", "H", "H", "H", "H", "H", "H", "H", "H"], "xyz": [[1.03, 0.72, 0.01], [1.26, -0.75, 0.13], [-1.36, 0.06, 0.49], [-0.42, 0.69, -0.43], [-0.77, -0.78, -0.45], [1.24, 1.29, 0.92], [1.65, 1.25, -0.76], [1.58, -1.39, -0.71], [1.43, -1.45, 1.07], [-1.27, -0.11, 1.67], [-2.38, 0.52, 0.27], [-0.70, 1.43, -1.11], [-1.30, -1.51, -1.09]]}

=====

Entry 16:
{"formula": "C4H8N", "method": "ωB97M-V/def2-TZVPD", "orbital_gap_ha": 0.343, "max_force_ev_per_a": 7.46, "charge": 1, "lumo_energy_ev": -5.9, "relative_energy_kcal_mol": 51.8, "e_homo_ev": -15.25, "smiles": "C=[N+]=C(C)C", "elements": ["C", "N", "C", "C", "C", "H", "H", "H", "H", "H", "H", "H", "H"], "xyz": [[2.08, -0.63, 0.76], [0.87, -0.64, 0.42], [-0.34, 0.14, -0.18], [-0.68, -0.04, -1.61], [-1.08, 0.62, 0.91], [2.78, 0.17, 0.90], [2.64, -1.52, 1.12], [-1.74, 0.05, -1.82], [-0.42, -1.03, -2.00], [-0.19, 0.88, -2.09], [-1.62, 1.53, 0.62], [-1.95, -0.11, 1.24], [-0.35, 0.58, 1.72]]}